No. 1
Formula: C17H18N2O6S2
Source: the OMol25 dataset
Level of theory: ωB97M-V/def2-TZVPD

Energy above the lowest of the compared OMol25 structures with the same formula, charge and spin, eV: 0.0000
SMILES: COc1ccc(/C=C2\SC(=O)N(CC(=O)N[C@H]3CCS(=O)(=O)C3)C2=O)cc1
HOMO-LUMO gap, eV: 7.78

Geometry as ORCA input:
```
! wB97M-V def2-TZVPD RIJCOSX def2/J DEFGRID3
* xyz 0 1
C -7.4684 -0.8665 -0.2457
H -7.5673 -0.4606 -1.2572
O -6.6084 -0.0786 0.5445
C -5.3193 0.0690 0.1637
C -4.7460 -0.5059 -0.9703
C -3.4180 -0.2767 -1.2596
C -2.6125 0.5261 -0.4420
C -3.2018 1.0932 0.6977
C -4.5235 0.8695 0.9925
H -4.9797 1.3047 1.8673
H -2.6135 1.7140 1.3535
C -1.2437 0.7240 -0.8200
C -0.2591 1.4380 -0.2337
C 1.0767 1.4757 -0.8275
O 1.4333 0.8939 -1.8300
N 1.9230 2.2784 -0.0826
C 1.4312 2.8078 1.0848
O 2.0531 3.4650 1.8715
S -0.2794 2.3729 1.2475
C 3.2854 2.5418 -0.5014
H 3.2842 3.1479 -1.4125
H 3.7731 3.1011 0.3027
C 4.0715 1.2639 -0.7987
O 4.8966 1.2003 -1.6773
N 3.8008 0.2490 0.0604
H 2.9965 0.3495 0.6698
C 4.0904 -1.1220 -0.3013
C 2.8235 -1.7655 -0.8441
H 2.3037 -1.1332 -1.5588
H 2.9750 -2.7666 -1.2327
S 1.8612 -1.8842 0.6939
O 0.9568 -2.9964 0.7010
O 1.3023 -0.5857 1.0019
C 3.2878 -2.1570 1.8134
C 4.5096 -1.9364 0.9343
H 5.2967 -1.4065 1.4707
H 4.9123 -2.8916 0.5952
H 3.2113 -3.1628 2.2107
H 3.2020 -1.4317 2.6163
H 4.8935 -1.0871 -1.0448
H -0.9342 0.2263 -1.7336
H -2.9876 -0.7286 -2.1413
H -5.3277 -1.1310 -1.6293
H -8.4365 -0.8335 0.2513
H -7.1249 -1.9040 -0.3000
*
```

=====

No. 2
Formula: C17H18N4O2SSr
Source: the OMol25 dataset
Level of theory: ωB97M-V/def2-TZVPD

Energy above the lowest of the compared OMol25 structures with the same formula, charge and spin, eV: 0.8032
HOMO-LUMO gap, eV: 6.75

Geometry as ORCA input:
```
! wB97M-V def2-TZVPD RIJCOSX def2/J DEFGRID3
* xyz 0 1
Sr 1.1055 1.3683 0.8237
N -0.5271 1.5286 3.3303
C -0.4238 0.0832 3.6502
C 0.7335 -0.3408 2.7639
O 1.8403 0.2185 2.9835
O 0.4687 -0.9113 1.6697
H 0.0776 2.0398 3.9628
H -1.4721 1.8667 3.4653
H -1.3330 -0.4250 3.3392
H -0.2259 -0.1133 4.7042
C -0.3353 1.3029 -1.4407
C -1.3232 1.7101 -0.5242
C -1.4528 3.0636 -0.0929
C -2.3613 3.4397 0.8747
C -3.1764 2.4927 1.4985
C -3.0371 1.1458 1.1302
C -2.1274 0.7615 0.1778
C -4.0931 2.8766 2.5285
N -4.8093 3.1873 3.3760
H -0.0122 2.0501 -2.1615
H -0.4213 0.2903 -1.8280
H -0.8652 3.8257 -0.5961
H -2.4511 4.4814 1.1576
H -3.6581 0.4010 1.6144
H -2.0376 -0.2875 -0.0801
N 2.6940 0.2556 -2.8228
C 2.9241 0.1550 -1.5125
S 3.6903 1.4170 -0.6596
N 2.5231 -0.9643 -0.8869
C 1.8636 -2.0781 -1.5056
C 0.6065 -2.4536 -1.0500
C -0.0320 -3.5328 -1.6425
C 0.5720 -4.2232 -2.6844
C 1.8321 -3.8462 -3.1256
C 2.4880 -2.7784 -2.5300
H 2.8654 1.1467 -3.2526
H 2.1361 -0.4270 -3.3109
H 2.7482 -1.0328 0.0968
H 0.1532 -1.9135 -0.2288
H -1.0103 -3.8312 -1.2892
H 0.0651 -5.0591 -3.1479
H 2.3138 -4.3920 -3.9259
H 3.4845 -2.4975 -2.8485
*
```

=====

No. 3
Formula: C17H19AuN4O3S3SbSe4
Source: the OMol25 dataset
Level of theory: ωB97M-V/def2-TZVPD

Energy above the lowest of the compared OMol25 structures with the same formula, charge and spin, eV: 2.2628
HOMO-LUMO gap (alpha / beta), eV: 4.00 / 3.99

Geometry as ORCA input:
```
! wB97M-V def2-TZVPD RIJCOSX def2/J DEFGRID3
* xyz -1 1
Au -0.2191 0.0289 0.1266
C -4.6989 3.1160 4.9179
C -3.7151 3.1340 3.7755
C -2.3798 3.4674 3.9823
C -1.4667 3.4220 2.9416
C -1.8938 3.0384 1.6793
C -3.2263 2.7333 1.4408
C -4.1282 2.7879 2.4901
S -0.6970 2.7945 0.4054
O 0.4389 2.0400 1.0455
O -0.3300 4.0770 -0.1086
O -1.3185 1.8745 -0.5812
H -4.2191 3.3932 5.8574
H -5.1230 2.1157 5.0359
H -5.5261 3.8064 4.7387
H -2.0428 3.7439 4.9762
H -0.4198 3.6490 3.1090
H -3.5320 2.4186 0.4503
H -5.1697 2.5318 2.3160
S -1.6154 -0.1622 2.8024
C -0.1493 -0.3194 3.6308
N 0.1886 -1.3379 4.4339
C 1.5918 -1.2794 4.8604
C 2.0728 0.0420 4.2253
N 0.8458 0.5759 3.6276
H -0.3622 -2.1735 4.4653
H 2.1519 -2.1306 4.4801
H 1.6628 -1.2646 5.9467
H 2.8219 -0.1409 3.4582
H 2.4811 0.7354 4.9574
H 0.8486 1.3041 2.9314
Se 2.8417 -1.9832 -2.9001
Sb 2.0433 -3.1197 -0.9055
Se 1.5137 -1.3554 0.9021
Se 3.7601 -4.0807 0.5463
Se 0.1749 -4.6529 -1.2170
N -2.2525 -2.6790 0.8672
C -2.1890 -2.3002 -0.4057
N -1.3919 -1.3823 -0.9016
C -1.4978 -1.2760 -2.3017
C -0.7393 -0.4531 -3.1191
C -0.9697 -0.4807 -4.4829
C -1.9380 -1.3193 -5.0317
C -2.6880 -2.1570 -4.2201
C -2.4485 -2.1247 -2.8546
S -3.2030 -3.0658 -1.5948
H -1.8497 -2.0981 1.5968
H -2.8899 -3.4072 1.1290
H 0.0210 0.1905 -2.6919
H -0.3807 0.1567 -5.1302
H -2.1008 -1.3277 -6.1030
H -3.4353 -2.8261 -4.6314
*
```

=====

No. 4
Formula: C17H19AuN7O4
Source: the OMol25 dataset
Level of theory: ωB97M-V/def2-TZVPD

Energy above the lowest of the compared OMol25 structures with the same formula, charge and spin, eV: 0.7870
HOMO-LUMO gap (alpha / beta), eV: 4.66 / 4.65

Geometry as ORCA input:
```
! wB97M-V def2-TZVPD RIJCOSX def2/J DEFGRID3
* xyz 1 1
Au 0.0053 -1.1820 -0.7208
O 4.0833 1.2134 -1.1436
C 4.1341 1.5715 0.1319
C 5.1488 2.4583 0.5251
C 5.2526 2.8606 1.8345
C 4.3579 2.3842 2.8002
C 3.3611 1.5079 2.4421
C 3.2110 1.0949 1.1088
C 2.0967 0.2407 0.7093
O 1.9203 -0.0424 -0.5224
N 1.2683 -0.1433 1.6796
N 0.2269 -0.8638 1.3461
C -0.7000 -1.1180 2.2294
C -1.9159 -1.8074 2.0372
C -2.8070 -1.8457 3.1368
C -4.0052 -2.5032 3.0922
C -4.3870 -3.1790 1.9157
C -3.5751 -3.1690 0.8245
C -2.3106 -2.4916 0.8139
O -1.6239 -2.5542 -0.2433
H 3.2983 0.6339 -1.2808
H 5.8336 2.8048 -0.2350
H 6.0334 3.5492 2.1212
H 4.4481 2.7103 3.8255
H 2.6712 1.1190 3.1750
H -0.5130 -0.7370 3.2328
H -2.5205 -1.3246 4.0390
H -4.6557 -2.5178 3.9539
H -5.3292 -3.7056 1.8829
H -3.8512 -3.6831 -0.0827
C -2.6024 2.8823 0.0340
C -1.7798 1.9176 -0.8082
O -1.7414 0.6190 -0.2248
H -2.6263 3.8570 -0.4418
H -2.1679 2.9889 1.0245
H -3.6225 2.5213 0.1404
H -0.7410 2.2468 -0.8658
H -2.1764 1.8437 -1.8287
H -2.6377 0.2627 -0.2336
N -0.3116 -0.1140 -5.8924
N -0.0212 -0.8528 -4.8165
N 0.7378 -1.9145 -4.8723
C 0.8244 -2.2729 -3.6055
N 0.1250 -1.4405 -2.8337
N -0.4099 -0.5394 -3.6201
H -0.2502 -0.6307 -6.7614
H -1.1342 0.4614 -5.7697
H 1.3765 -3.1165 -3.2543
*
```

=====

No. 5
Formula: C17H19B2O10
Source: the OMol25 dataset
Level of theory: ωB97M-V/def2-TZVPD

HOMO-LUMO gap, eV: 3.20

Geometry as ORCA input:
```
! wB97M-V def2-TZVPD RIJCOSX def2/J DEFGRID3
* xyz -1 1
O -1.4154 -3.5831 -1.2260
C -0.4493 -3.7124 -0.4586
O -0.2792 -4.7804 0.4304
C 0.6531 -2.5786 -0.4341
C 1.8174 -3.0186 -1.4346
O 1.5850 -4.1561 -2.2931
B 2.9352 -4.7173 -2.6693
O 3.9176 -3.8238 -1.9789
C 3.2078 -3.5235 -0.7681
C 3.8483 -2.5068 0.2900
B 3.8380 -3.2885 1.7299
O 2.7524 -3.2153 2.6629
O 5.0029 -4.1139 1.9913
H -0.9417 -5.4769 0.2408
H 0.2658 -1.5549 -0.7479
H 1.0803 -2.5269 0.6170
H 2.1307 -2.1725 -2.1417
H 2.8967 -5.8227 -2.1902
H 3.0395 -4.8464 -3.8505
H 3.1858 -4.5563 -0.2527
H 4.9111 -2.1819 0.0323
H 3.2329 -1.5387 0.3379
H 2.1822 -2.4440 2.4743
H 4.6200 -5.0060 2.1398
C 1.8019 1.8368 -0.2985
C 1.3647 3.0268 -0.7111
C 0.2125 3.6879 -0.0615
O -0.1887 4.7732 -0.4389
C -0.4351 2.9796 1.0639
C 0.0022 1.7896 1.4764
C 1.1543 1.1288 0.8268
O 1.5551 0.0452 1.2026
H 2.6434 1.3372 -0.7626
H 1.8274 3.5591 -1.5328
H -1.2768 3.4783 1.5283
H -0.4605 1.2568 2.2979
C -4.5821 5.9520 0.5208
C -5.5798 5.9203 -0.3625
C -6.2579 4.6525 -0.7085
O -7.1667 4.6227 -1.5154
C -5.7876 3.4220 -0.0360
C -4.7898 3.4539 0.8474
C -4.1121 4.7219 1.1931
O -3.2029 4.7527 2.0003
H -4.0738 6.8706 0.7854
H -5.9367 6.8115 -0.8634
H -6.2956 2.5032 -0.3006
H -4.4326 2.5626 1.3482
*
```

=====

No. 6
Formula: C17H19Cl2F5N3O
Source: the OMol25 dataset
Level of theory: ωB97M-V/def2-TZVPD

HOMO-LUMO gap, eV: 5.61

Geometry as ORCA input:
```
! wB97M-V def2-TZVPD RIJCOSX def2/J DEFGRID3
* xyz 1 1
C -1.0181 -0.4175 -4.7944
C -0.2963 -0.7717 -3.7379
C 0.5888 -1.0621 -2.3978
C 1.1371 -2.5902 -2.3678
C 2.1555 -2.8167 -1.1067
N 1.4759 -2.2472 0.1060
C 0.4091 -2.9710 0.7810
N -0.1027 -2.1890 1.9352
C -1.2021 -2.7421 2.7646
F -2.4628 -2.7495 2.0850
F -0.8593 -4.1460 2.9952
C -1.3667 -2.0769 4.2250
F -0.1335 -1.9447 4.9382
F -2.0595 -0.8219 4.0708
F -2.2649 -2.9351 4.9660
C 0.6552 -0.9308 1.9923
O 0.4648 0.1209 2.9376
C 1.6972 -0.9793 0.8217
C 2.8415 0.0540 0.3664
Cl 4.4195 -0.3315 1.2597
C 2.4176 1.6103 0.4277
C 2.5079 2.2680 1.9152
Cl 0.7809 1.9472 -0.4101
H -1.6576 0.2644 -5.4801
H 1.4503 -0.2824 -2.4380
H -0.1215 -0.8540 -1.5053
H 1.6691 -2.8854 -3.3471
H 0.2351 -3.2861 -2.1814
H 3.1707 -2.2866 -1.2531
H 2.3344 -3.9390 -0.8896
H 0.0115 -4.0098 0.4877
H -0.1991 0.7514 2.5323
H 3.0628 -0.1831 -0.7554
H 3.2015 2.1867 -0.2178
H 1.4637 2.7470 2.1168
H 2.6672 1.4686 2.7443
H 3.3193 3.0822 1.9401
N -3.2134 2.4923 -1.7954
C -4.1438 3.4869 -1.9408
C -3.5626 4.6713 -1.5558
C -2.2310 4.3821 -1.1694
C -2.0424 3.0304 -1.3302
H -3.3663 1.5168 -1.9998
H -5.1370 3.2665 -2.3033
H -4.0431 5.6391 -1.5540
H -1.4913 5.0851 -0.8133
H -1.1782 2.4064 -1.1530
*
```